# 1
Here is a structure of composition C10H19MnNOSi at a distorted geometry from OMol25. Energies are from ωB97M-V with the def2-TZVPD basis set.

Each line ends with the Mulliken spin population.
CARTESIAN COORDINATES (ANGSTROEM)
C1 3.07701 -1.45221 -1.10162  -0.020
C2 2.88865 -0.61476 -2.23633  0.109
C3 1.61635 -0.91122 -2.80481  0.012
C4 1.01542 -1.93169 -2.01654  0.024
C5 1.91407 -2.26394 -0.96032  0.031
Mn1 1.22406 -0.05462 -0.54078  4.231
N1 1.24531 -0.12822 1.17989  0.575
C6 1.91321 2.11289 0.48747  -0.052
C7 2.18403 2.10770 -0.86075  -0.024
H1 1.17710 -0.42962 -3.68069  -0.003
H2 3.60419 0.11327 -2.62241  -0.016
H3 0.02664 -2.36548 -2.17201  0.006
H4 1.73819 -3.00139 -0.17633  -0.028
H5 3.94363 -1.45691 -0.43829  -0.008
H6 3.20793 1.97920 -1.22374  -0.011
H7 2.70954 1.99237 1.22727  0.004
H8 1.44311 -0.20774 2.18469  0.090
H9 1.42224 2.42036 -1.58334  0.019
H10 0.93802 2.42917 0.86623  -0.026
C8 -3.09924 1.63050 0.37580  -0.001
Si1 -2.22168 0.09893 0.98112  0.222
C9 -2.07524 0.15795 2.84058  0.005
C10 -3.18956 -1.41539 0.47837  0.004
O1 -0.60392 0.02684 0.26660  -0.170
H11 -4.11328 1.67636 0.82370  0.000
H12 -3.18405 1.59478 -0.72965  0.010
H13 -2.52134 2.52912 0.67403  -0.001
H14 -3.08844 0.20346 3.28991  0.007
H15 -1.55166 -0.75223 3.19856  -0.002
H16 -1.49748 1.05743 3.13666  -0.001
H17 -3.27378 -1.44939 -0.62716  0.012
H18 -2.66540 -2.32460 0.83781  0.004
H19 -4.20363 -1.37091 0.92609  0.002

expectation value of S² = 8.8359
multiplicity = 6
charge = -2
frontier orbital gap (spin up / spin down) = 3.038 / 3.069 eV

***

# 2
Here is a structure of composition C10H19MoN5O5S at a distorted geometry from OMol25. Energies are from ωB97M-V with the def2-TZVPD basis set.

Each line ends with the Löwdin charge.
CARTESIAN COORDINATES (ANGSTROEM)
Mo1 -0.40594 -0.63956 0.71905  1.749
N1 0.43901 -0.13620 -1.30205  -0.055
C1 -0.54990 -0.43428 -2.36989  -0.087
C2 -1.96734 -0.31511 -1.81832  -0.405
O1 -2.95164 -0.14611 -2.44337  0.285
N2 -1.93933 -0.48671 -0.38337  -0.145
C3 -3.24266 -0.34064 0.22873  -0.027
C4 -3.06924 -0.55761 1.72936  -0.396
O2 -3.86601 -0.65599 2.57452  0.330
O3 -1.67547 -0.66749 1.92041  -0.194
H1 1.33845 -0.54482 -1.60665  0.152
H2 0.60465 0.88606 -1.35992  0.152
H3 -0.46201 0.23982 -3.23604  0.174
H4 -0.43347 -1.45903 -2.75622  0.157
H5 -3.68107 0.66204 0.04546  0.195
H6 -3.98620 -1.04266 -0.19198  0.193
C5 2.08633 -5.13792 -0.34455  0.005
N3 1.44641 -4.97517 0.92101  -0.119
C6 1.75942 -5.86952 2.03148  -0.038
C7 0.76023 -5.46089 3.12502  -0.059
N4 0.10088 -4.30153 2.53264  0.070
C8 0.52157 -4.11661 1.28584  -0.592
S1 -0.19945 -2.95538 0.13606  0.854
H7 3.17225 -5.15470 -0.21667  0.129
H8 1.80659 -4.35240 -1.04463  0.074
H9 1.81124 -6.10392 -0.78547  0.136
H10 2.80545 -5.73769 2.33399  0.158
H11 1.66004 -6.91743 1.72552  0.161
H12 1.23913 -5.19310 4.07409  0.148
H13 0.03001 -6.24662 3.35341  0.154
H14 -0.72655 -3.90374 2.96010  0.169
N5 3.40387 1.88446 3.72566  0.237
C9 2.13311 1.80968 2.96441  -0.017
C10 1.93954 0.40317 2.39828  -0.464
O4 2.58335 -0.54357 2.73910  0.208
O5 0.95781 0.21860 1.49360  -0.237
H15 3.34046 2.53294 4.52982  0.209
H16 4.20179 2.21547 3.15634  0.207
H17 3.66628 0.94944 4.09582  0.190
H18 2.09858 2.56220 2.16629  0.165
H19 1.28865 2.00961 3.64002  0.172

charge = +4
frontier orbital gap (spin up / spin down) = 4.678 / 4.677 eV

***

# 3
Here is a cluster of 2 separate species, C10H19N2O in total at a distorted geometry from OMol25. Energies are from ωB97M-V with the def2-TZVPD basis set.

Each line ends with the Löwdin charge.
CARTESIAN COORDINATES (ANGSTROEM)
C1 4.36352 -0.25119 -1.29688  0.021
C2 3.43345 -0.56294 -0.43433  -0.217
C3 2.25140 0.19390 -0.11898  -0.176
C4 1.43609 -0.02048 0.90922  -0.164
C5 0.21795 1.82704 1.47669  -0.275
C6 -2.23434 -1.14826 1.85715  -0.066
C7 -0.17778 -0.85310 -1.46397  -0.004
C8 -1.99219 1.51425 -1.48298  0.023
C9 -1.44447 -1.67498 0.61400  -0.142
C10 -1.18772 -0.61841 -0.43832  -0.270
N1 0.17167 0.59612 1.14126  0.062
N2 -2.07169 0.35984 -0.53822  0.048
O1 -0.81421 2.50590 1.72168  0.142
H1 5.10573 -1.00215 -1.30289  0.050
H2 4.37560 0.66705 -1.98955  0.108
H3 3.65003 -1.56165 -0.02534  0.122
H4 2.00640 1.10646 -0.80488  0.165
H5 1.60364 -0.84680 1.55385  0.121
H6 1.17331 2.39905 1.67341  0.184
H7 -2.41397 -2.02074 2.37942  0.053
H8 -1.63927 -0.38416 2.29063  0.039
H9 -3.27423 -0.62359 1.68709  0.121
H10 -0.10191 -1.92429 -1.69271  0.112
H11 -0.32247 -0.22309 -2.44121  0.127
H12 0.96237 -0.48965 -1.18996  0.112
H13 -2.80412 2.15813 -1.15836  0.112
H14 -1.08418 2.02631 -1.39765  0.071
H15 -1.91499 1.00042 -2.41154  0.079
H16 -0.53684 -2.14201 0.88525  0.106
H17 -2.20907 -2.40678 0.29054  0.144
H18 -2.87580 0.33696 -0.06360  0.076
H19 -1.65193 2.06284 1.77118  0.117

energy relative to the best compared isomer or geometry (same formula, charge and spin) = 81.9 kcal/mol
charge = +1
frontier orbital gap = 8.395 eV

***

| no. | E_tot (a.u.) |
| --- | --- |
| 1 | -1962.687985 |
| 2 | -1507.208350 |
| 3 | -576.809212 |